{
  "formula": "C2O2S2",
  "method": "ωB97M-V/def2-TZVPD",
  "fmax_ev_per_a": 3.95,
  "e_above_lowest_kj_mol": 120.7,
  "molar_mass_g_mol": 120.2,
  "homo_ev": -9.9,
  "gap_ha": 0.37291,
  "e_tot_ha": -1023.05964,
  "e_lumo_ha": 0.0101,
  "elements": ["C", "C", "O", "O", "S", "S"],
  "coordinates": [[-1.409, 0.381, 0.020], [1.485, -0.347, -0.034], [-1.116, 1.506, 0.031], [0.323, -0.418, -0.092], [3.013, -0.223, 0.043], [-2.296, -0.899, 0.032]],
  "mulliken_charge": [0.658, 0.829, -0.368, -0.457, -0.323, -0.338]
}

---

{
  "formula": "C2O4S",
  "method": "ωB97M-V/def2-TZVPD",
  "fmax_ev_per_a": 2.41,
  "e_above_lowest_kj_mol": 165.5,
  "molar_mass_g_mol": 120.1,
  "homo_ev": -8.8,
  "gap_ha": 0.28627,
  "e_tot_ha": -775.25593,
  "e_lumo_ha": -0.0382,
  "elements": ["C", "C", "O", "O", "O", "O", "S"],
  "coordinates": [[0.911, -0.049, 0.598], [-0.204, 0.086, -1.222], [1.848, 0.031, 1.286], [0.205, 0.629, -2.163], [-1.119, -0.567, -0.707], [-1.446, 0.281, 1.835], [-0.862, -0.851, 1.166]],
  "mulliken_charge": [0.114, 0.719, -0.291, -0.323, -0.327, -0.406, 0.515]
}

---

{
  "formula": "C30H102O36P6",
  "method": "ωB97M-V/def2-TZVPD",
  "fmax_ev_per_a": 15.59,
  "e_above_lowest_kj_mol": 1101.0,
  "molar_mass_g_mol": 1225.0,
  "homo_ev": -6.9,
  "gap_ha": 0.26379,
  "e_tot_ha": -5960.82554,
  "e_lumo_ha": 0.0095,
  "elements": ["C", "O", "H", "H", "H", "H", "C", "O", "H", "H", "H", "H", "C", "O", "H", "H", "H", "H", "C", "O", "H", "H", "H", "H", "C", "O", "H", "H", "H", "H", "C", "O", "H", "H", "H", "H", "C", "O", "H", "H", "H", "H", "C", "O", "H", "H", "H", "H", "C", "O", "H", "H", "H", "H", "C", "O", "H", "H", "H", "H", "C", "O", "H", "H", "H", "H", "C", "O", "H", "H", "H", "H", "C", "O", "P", "O", "O", "C", "O", "C", "H", "H", "H", "H", "H", "H", "H", "H", "H", "C", "O", "P", "O", "O", "C", "O", "C", "H", "H", "H", "H", "H", "H", "H", "H", "H", "C", "O", "P", "O", "O", "C", "O", "C", "H", "H", "H", "H", "H", "H", "H", "H", "H", "C", "O", "P", "O", "O", "C", "O", "C", "H", "H", "H", "H", "H", "H", "H", "H", "H", "C", "O", "P", "O", "O", "C", "O", "C", "H", "H", "H", "H", "H", "H", "H", "H", "H", "C", "O", "P", "O", "O", "C", "O", "C", "H", "H", "H", "H", "H", "H", "H", "H", "H"],
  "coordinates": [[-10.894, 4.808, 7.584], [-9.793, 4.804, 8.500], [-11.765, 5.232, 8.089], [-10.712, 5.442, 6.713], [-11.048, 3.785, 7.254], [-9.737, 5.682, 8.888], [-9.586, 1.478, 8.644], [-8.784, 2.355, 7.878], [-9.665, 0.552, 8.073], [-9.074, 1.187, 9.569], [-10.567, 1.854, 8.937], [-8.971, 3.253, 8.197], [-13.777, 6.593, 2.655], [-13.315, 7.922, 2.851], [-13.723, 6.271, 1.614], [-13.175, 5.909, 3.261], [-14.802, 6.421, 2.989], [-12.483, 7.982, 2.374], [-15.954, -0.576, 8.065], [-16.762, -1.734, 8.111], [-15.949, -0.030, 9.010], [-14.912, -0.760, 7.801], [-16.291, 0.069, 7.247], [-17.695, -1.550, 8.217], [-11.578, 8.492, 5.614], [-11.794, 9.238, 6.792], [-12.403, 8.672, 4.920], [-10.676, 8.826, 5.098], [-11.491, 7.417, 5.798], [-12.328, 8.643, 7.346], [-13.054, 2.596, 9.970], [-14.266, 1.891, 10.012], [-12.533, 2.463, 10.923], [-12.379, 2.270, 9.176], [-13.289, 3.667, 9.948], [-14.768, 2.076, 9.202], [-12.453, -0.576, 9.117], [-11.627, -1.261, 8.177], [-12.949, -1.274, 9.798], [-11.889, 0.154, 9.696], [-13.272, -0.113, 8.567], [-10.908, -1.661, 8.677], [-11.648, -2.150, 2.673], [-10.374, -2.309, 2.069], [-11.934, -3.063, 3.190], [-11.710, -1.240, 3.275], [-12.359, -2.039, 1.849], [-10.269, -1.791, 1.271], [-14.118, -2.663, 6.497], [-12.918, -2.150, 5.948], [-13.923, -3.532, 7.136], [-14.583, -1.911, 7.144], [-14.850, -2.984, 5.759], [-12.351, -1.918, 6.709], [-18.707, 6.767, 4.586], [-17.601, 6.780, 3.716], [-18.514, 7.054, 5.624], [-19.466, 7.466, 4.215], [-19.230, 5.807, 4.596], [-17.571, 7.629, 3.272], [-13.992, 2.175, 2.244], [-14.067, 3.556, 2.532], [-14.092, 1.884, 1.195], [-13.067, 1.758, 2.643], [-14.814, 1.663, 2.764], [-14.672, 3.953, 1.867], [-18.797, 1.127, 2.980], [-19.217, 2.387, 3.524], [-18.342, 0.439, 3.692], [-19.591, 0.648, 2.409], [-17.984, 1.374, 2.295], [-19.933, 2.191, 4.138], [-14.838, 0.000, 0.852], [-14.521, -0.881, 1.937], [-15.602, -1.900, 2.519], [-16.930, -1.339, 2.799], [-15.689, -3.066, 1.435], [-14.616, -3.985, 1.261], [-14.923, -2.563, 3.798], [-14.986, -1.925, 5.083], [-14.377, -0.426, -0.039], [-14.473, 1.002, 1.059], [-15.920, 0.020, 0.705], [-14.159, -3.866, 0.279], [-14.970, -5.006, 1.395], [-13.799, -3.868, 1.975], [-14.023, -1.934, 5.592], [-15.668, -2.505, 5.705], [-15.372, -0.910, 5.026], [-8.840, -0.518, 4.640], [-7.646, -1.023, 5.257], [-6.321, -1.366, 4.457], [-6.483, -2.384, 3.401], [-5.316, -1.758, 5.625], [-3.984, -2.168, 5.354], [-5.737, 0.006, 3.862], [-5.743, 1.206, 4.634], [-9.169, 0.387, 5.150], [-9.554, -1.320, 4.822], [-8.661, -0.321, 3.584], [-3.889, -2.452, 4.305], [-3.809, -3.035, 5.993], [-3.348, -1.335, 5.659], [-5.999, 1.071, 5.685], [-6.496, 1.867, 4.201], [-4.781, 1.708, 4.544], [-13.683, 4.493, 5.506], [-13.124, 3.234, 5.888], [-14.105, 2.108, 6.433], [-15.140, 2.527, 7.404], [-13.132, 0.953, 6.952], [-11.973, 0.526, 6.191], [-14.745, 1.462, 5.094], [-15.926, 2.021, 4.521], [-13.910, 4.519, 4.442], [-12.938, 5.260, 5.715], [-14.575, 4.752, 6.078], [-11.205, 0.264, 6.914], [-11.613, 1.339, 5.561], [-12.303, -0.308, 5.576], [-16.589, 2.460, 5.265], [-16.482, 1.181, 4.099], [-15.663, 2.635, 3.660], [-15.087, 8.126, 5.720], [-15.642, 8.248, 7.029], [-14.891, 7.539, 8.237], [-13.415, 7.621, 8.240], [-15.584, 8.221, 9.492], [-15.152, 7.896, 10.809], [-15.409, 6.027, 8.253], [-16.728, 5.615, 7.979], [-15.901, 8.171, 5.001], [-14.488, 7.221, 5.611], [-14.414, 8.953, 5.482], [-15.915, 7.824, 11.578], [-14.374, 8.596, 11.118], [-14.595, 6.954, 10.824], [-16.730, 4.926, 7.129], [-17.441, 6.412, 7.771], [-17.096, 4.977, 8.784], [-18.672, 4.427, 11.506], [-19.846, 3.936, 10.853], [-19.825, 2.661, 9.910], [-21.165, 2.138, 9.622], [-18.951, 3.179, 8.674], [-18.644, 2.370, 7.541], [-18.807, 1.639, 10.637], [-19.077, 0.239, 10.691], [-17.831, 3.743, 11.371], [-18.890, 4.443, 12.572], [-18.345, 5.384, 11.105], [-18.615, 3.012, 6.666], [-19.303, 1.508, 7.408], [-17.673, 1.896, 7.710], [-19.973, 0.009, 10.110], [-19.309, -0.052, 11.714], [-18.253, -0.341, 10.281], [-18.075, 4.359, 1.674], [-17.983, 4.519, 0.243], [-16.568, 4.733, -0.459], [-15.401, 4.265, 0.316], [-16.723, 4.136, -1.921], [-17.981, 4.257, -2.585], [-16.549, 6.306, -0.782], [-15.338, 6.895, -1.187], [-18.200, 3.316, 1.949], [-18.898, 4.922, 2.110], [-17.146, 4.754, 2.080], [-18.434, 3.273, -2.688], [-17.774, 4.642, -3.586], [-18.640, 4.995, -2.131], [-14.591, 6.787, -0.398], [-15.450, 7.944, -1.454], [-14.910, 6.421, -2.079]],
  "mulliken_charge": [0.299, -0.674, 0.121, 0.187, -0.305, 0.333, -0.112, -0.544, 0.075, 0.468, -0.107, 0.309, -0.411, -0.530, 0.391, 0.327, -0.108, 0.339, 0.395, -0.599, 0.447, -0.666, 0.102, 0.365, -0.123, -0.576, 0.080, 0.432, -0.138, 0.495, -0.090, -0.588, 0.328, -0.413, 0.132, -0.050, -0.962, -0.670, 0.416, 0.376, 0.070, 0.314, -0.065, -0.572, 0.098, 0.072, 0.168, 0.296, -0.168, -0.529, 0.519, -0.132, -0.092, 0.303, -0.717, -0.287, 0.174, 0.430, 0.195, 0.214, -0.167, -0.346, 0.282, 0.443, -0.767, 0.372, -0.357, -0.468, 0.271, 0.406, -0.189, 0.296, -0.776, 0.229, 1.048, -0.756, -0.417, -0.547, -0.321, 0.627, 0.349, 0.006, 0.371, 0.265, 0.306, 0.125, -0.603, 0.107, -0.215, -0.392, -0.140, 0.833, -0.706, -0.332, -0.709, -0.321, -0.715, 0.135, 0.205, 0.413, 0.354, 0.229, 0.241, 0.343, 0.254, 0.309, 1.851, -0.363, -1.000, 0.357, 2.905, -1.251, 1.969, -1.484, -0.813, -0.185, -0.399, -0.395, 0.677, -0.135, -0.134, -0.288, 0.318, 0.031, -0.543, 0.740, -0.861, -0.373, -0.611, 0.225, 0.097, 0.055, -0.261, 0.435, 0.298, 0.298, 0.167, -0.179, 0.497, -0.157, -0.593, -0.432, 0.942, -0.788, 0.063, -0.673, -0.289, -0.655, 0.279, 0.301, 0.222, 0.113, 0.469, 0.323, 0.388, 0.302, 0.067, 0.612, -0.408, 0.887, -0.571, -0.420, -0.727, -0.283, -0.515, -0.271, 0.269, -0.314, 0.259, 0.287, 0.319, 0.104, 0.282, 0.345]
}

---

> What is the formula in the third record?

C30H102O36P6

---

> Number 2 is which compound?

C2O4S